{
  "formula": "C3H9N2",
  "method": "the ωB97M-V functional and the def2-TZVPD basis",
  "lumo_ev": -4.75,
  "gap_ev": 9.40,
  "e_above_lowest_kcal_mol": 74.7,
  "smiles": "C/[NH+]=C\\CN",
  "spin_multiplicity": 1,
  "total_charge": 1,
  "e_homo_ev": -14.145,
  "species": ["C", "N", "C", "C", "N", "H", "H", "H", "H", "H", "H", "H", "H", "H"],
  "xyz": [[1.4162, 1.1455, 0.2883], [1.5139, -0.2645, 0.1687], [0.5936, -1.1520, 0.1022], [-0.9439, -0.8674, -0.2739], [-1.9002, 0.5871, -0.1821], [0.4054, 1.5164, 0.6796], [2.2711, 1.4822, 0.7748], [1.4789, 1.4642, -0.7544], [2.4455, -0.7536, 0.3908], [0.7392, -2.1954, 0.0901], [-0.7657, -1.0419, -1.3103], [-1.5481, -1.7649, -0.0890], [-1.9516, 0.8068, 0.7459], [-2.7818, 0.4121, -0.6582]]
}



{
  "formula": "C12H19BClFN2O8",
  "method": "the ωB97M-V functional and the def2-TZVPD basis",
  "lumo_ev": -2.03,
  "gap_ev": 4.62,
  "spin_multiplicity": 1,
  "e_homo_ev": -6.650,
  "species": ["C", "C", "O", "O", "C", "C", "O", "B", "O", "C", "C", "C", "O", "Cl", "C", "O", "N", "C", "O", "F", "H", "H", "H", "H", "H", "H", "H", "H", "H", "H", "H", "C", "C", "O", "N", "C", "H", "H", "H", "H", "H", "H", "H", "H"],
  "xyz": [[4.0972, 0.3473, -0.1118], [3.6339, 1.7552, -0.5037], [4.2657, 2.3620, -1.2889], [2.5392, 2.1983, 0.1408], [1.6016, 2.9275, -0.6985], [0.2523, 2.1555, -0.8609], [-0.6867, 3.1680, -0.7993], [-0.8982, 3.6844, -2.1983], [-0.5255, 2.4754, -3.0028], [0.0053, 1.4326, -2.2954], [1.3632, 0.9428, -2.8074], [1.3176, 0.0666, -4.0616], [2.2780, -0.3942, -4.4862], [-0.2022, -0.2595, -4.9622], [-0.9854, 0.3398, -1.9021], [-0.7227, -0.7957, -2.0070], [-2.2691, 0.8489, -1.4358], [-2.6377, 0.3759, -0.2240], [-2.2030, -0.5366, 0.3686], [-3.6504, 1.0495, 0.3170], [3.5250, -0.0570, 0.7358], [5.1286, 0.4322, 0.2454], [3.9932, -0.3479, -0.9483], [2.0204, 3.2649, -1.6504], [1.3301, 3.8318, -0.1500], [0.1739, 1.3661, -0.0837], [-2.1103, 3.7741, -2.3398], [-0.3238, 4.7219, -2.4411], [1.9941, 1.7967, -3.0601], [1.8308, 0.3451, -2.0143], [-3.0012, 0.7807, -2.1361], [-1.7245, -4.5327, 4.8003], [-1.2152, -3.1537, 4.5620], [-0.6369, -2.4806, 5.3537], [-1.4846, -2.4352, 3.2804], [-1.8551, -3.1907, 2.0566], [-1.1198, -4.9957, 5.5754], [-2.7637, -4.4795, 5.1314], [-1.6595, -5.1464, 3.9020], [-2.2026, -1.7416, 3.5248], [-0.6567, -1.8385, 3.1642], [-1.9754, -2.4596, 1.2699], [-2.7891, -3.7180, 2.2297], [-1.0509, -3.8801, 1.8118]]
}



{
  "formula": "C2H5NOS2",
  "method": "the ωB97M-V functional and the def2-TZVPD basis",
  "lumo_ev": 0.44,
  "gap_ev": 8.95,
  "e_above_lowest_kcal_mol": 55.3,
  "spin_multiplicity": 1,
  "e_homo_ev": -8.504,
  "species": ["C", "C", "N", "O", "S", "S", "H", "H", "H", "H", "H"],
  "xyz": [[2.2632, 0.4155, -0.8843], [2.7482, 0.2426, 0.5221], [1.3120, 1.2003, -1.0632], [1.8848, 0.9239, 1.3199], [-4.9581, 0.8969, -0.7597], [0.6324, 1.7498, 0.3317], [-3.8841, 0.3694, -0.1898], [2.6482, -0.0459, -1.7187], [2.5672, -0.8494, 0.7155], [3.7110, 0.7092, 0.5902], [-4.4812, 0.6473, -2.1157]]
}



{
  "formula": "C40H40ClF3FeGeN3O4Sb2",
  "method": "the ωB97M-V functional and the def2-TZVPD basis",
  "lumo_ev": [1.90, 1.90],
  "gap_ev": [6.42, 6.42],
  "spin_multiplicity": 1,
  "total_charge": -1,
  "e_homo_ev": [-4.527, -4.522],
  "species": ["Fe", "C", "C", "C", "C", "C", "C", "N", "Sb", "C", "C", "C", "C", "C", "C", "N", "C", "C", "C", "C", "C", "C", "N", "H", "H", "H", "H", "H", "H", "H", "H", "H", "H", "H", "H", "H", "H", "H", "H", "H", "H", "O", "Cl", "O", "O", "O", "F", "C", "C", "C", "C", "C", "C", "Sb", "C", "C", "C", "C", "F", "C", "C", "C", "C", "C", "C", "F", "C", "C", "H", "H", "H", "H", "H", "H", "H", "H", "H", "H", "H", "H", "C", "Ge", "C", "C", "C", "H", "H", "H", "H", "H", "H", "H", "H", "H", "H"],
  "xyz": [[0.7675, -0.2618, -1.0568], [2.2458, 1.3528, 2.3773], [3.3577, 0.6106, 1.7165], [4.6796, 0.9750, 1.9384], [5.7152, 0.3306, 1.2974], [5.3898, -0.6397, 0.3613], [4.0702, -0.9686, 0.1302], [3.0766, -0.4150, 0.8693], [3.7161, -1.9684, -1.7375], [1.8511, -2.9747, -1.8490], [1.9218, -4.3410, -2.0582], [0.7732, -5.0149, -2.4421], [-0.3651, -4.2713, -2.6224], [-0.3839, -2.8857, -2.3984], [-1.6734, -2.1821, -2.6525], [0.7324, -2.2343, -1.9927], [2.9190, -0.1324, -2.5314], [2.8875, 0.0720, -3.9157], [2.7548, 1.3635, -4.3726], [2.6676, 2.4048, -3.4558], [2.6356, 2.1228, -2.1022], [2.4675, 3.1748, -1.0614], [2.7614, 0.8530, -1.6572], [1.7757, 0.7516, 3.1589], [2.6451, 2.2565, 2.8367], [1.4788, 1.6133, 1.6314], [4.8687, 1.7793, 2.6359], [6.7454, 0.6021, 1.4860], [6.1590, -1.1184, -0.2315], [2.8636, -4.8607, -1.9349], [0.7761, -6.0853, -2.6071], [-1.2854, -4.7398, -2.9425], [-2.4850, -2.9081, -2.7054], [-1.8505, -1.4741, -1.8437], [-1.6064, -1.6248, -3.5861], [2.9514, -0.7637, -4.6001], [2.7264, 1.5683, -5.4352], [2.5968, 3.4311, -3.7904], [2.4520, 4.1727, -1.4969], [1.5261, 2.9455, -0.5461], [3.2748, 3.1080, -0.3276], [-0.3817, 0.0300, -4.1647], [-0.2034, 0.8830, -2.9193], [-1.5420, 1.4060, -2.3107], [-0.9235, -0.7816, -0.3128], [0.2917, 1.4039, -0.1193], [-2.9222, 7.1732, 0.1479], [-2.6653, 5.8366, 0.0894], [-3.6767, 4.9801, -0.2844], [-3.4004, 3.6162, -0.3369], [-2.1380, 3.1159, -0.0357], [-1.1494, 4.0225, 0.3422], [-1.4017, 5.3869, 0.4120], [-1.6433, 0.9951, -0.0116], [-3.6355, 0.2543, -0.5341], [-4.1920, -0.7354, 0.2733], [-5.3770, -1.3791, -0.0653], [-6.0041, -1.0146, -1.2375], [-7.1662, -1.6359, -1.5816], [-5.4893, -0.0507, -2.0774], [-4.2989, 0.5734, -1.7181], [-2.0486, 0.9002, 2.1257], [-3.2059, 1.4743, 2.6478], [-3.4739, 1.4717, 4.0111], [-2.5560, 0.8830, 4.8567], [-2.8051, 0.8770, 6.1940], [-1.3991, 0.2965, 4.3915], [-1.1635, 0.3117, 3.0202], [-4.6552, 5.3745, -0.5263], [-4.1983, 2.9397, -0.6180], [-0.1645, 3.6422, 0.5812], [-0.6392, 6.0965, 0.7075], [-3.6871, -1.0291, 1.1870], [-5.8066, -2.1519, 0.5588], [-6.0051, 0.1926, -2.9973], [-3.8680, 1.3022, -2.3926], [-3.9215, 1.9417, 1.9792], [-4.3720, 1.9169, 4.4185], [-0.7110, -0.1662, 5.0880], [-0.2758, -0.1729, 2.6381], [1.4380, -2.3458, 3.5254], [1.5443, -2.6578, 1.5781], [-0.0784, -3.5738, 1.0123], [3.1445, -3.8065, 1.4064], [1.7252, -0.9245, 0.6835], [1.5615, -3.2828, 4.0717], [0.4714, -1.9181, 3.7940], [2.2240, -1.6596, 3.8513], [-0.4712, -4.1819, 1.8301], [0.1106, -4.2230, 0.1588], [-0.8021, -2.8081, 0.7246], [2.9539, -4.7137, 1.9848], [4.0283, -3.3220, 1.8253], [3.3684, -4.1117, 0.3852], [1.0763, -0.2745, 1.2562]]
}